# 1
16
Properties=species:S:1:pos:R:3:forces:R:3 method="wB97M-V/def2-TZVPD" e_above_lowest_kj_mol=128.7 homo_energy_ev=-11.4 molar_mass_da=60.14 homo_lumo_gap_ev=12.48
C -1.1618 -0.9630 -1.6937 -1.967 -2.695 -0.380
C -2.1973 -0.9661 -0.5895 1.867 1.235 0.942
H -1.3196 -1.8385 -2.3453 1.040 -0.351 0.598
H -1.3666 -0.2565 -2.3983 -1.046 2.610 -1.755
H -0.1978 -0.7062 -1.4158 2.058 -0.399 0.852
H -2.1957 0.0957 -0.3000 0.026 -0.400 1.085
H -1.9599 -1.6865 0.2395 -0.438 0.907 -0.734
H -3.1687 -1.0494 -0.9660 -1.521 -0.896 -0.593
C 1.8733 1.2907 0.4962 -1.251 -0.938 -0.371
C 1.4868 0.6207 1.8605 1.526 -4.626 -3.340
H 2.0396 0.6368 -0.4297 -0.950 0.541 1.469
H 1.2397 2.1492 0.2954 -0.793 -0.365 -0.455
H 2.7659 1.7930 0.5160 2.721 1.049 0.703
H 0.8203 1.1532 2.4423 -1.012 1.240 1.272
H 2.4003 0.2108 2.3939 -1.134 0.905 -0.325
H 0.9364 -0.3952 1.5267 0.875 2.184 1.030

=====

# 2
12
Properties=species:S:1:pos:R:3:forces:R:3 method="wB97M-V/def2-TZVPD" e_above_lowest_kj_mol=231.3 homo_energy_ev="-4.0 / -4.0" molar_mass_da=101.08 charge=-1 homo_lumo_gap_ev="7.18 / 7.42"
C 0.0838 1.4395 1.0913 -1.346 4.047 -0.925
C -0.5586 1.0016 -0.0541 -0.654 0.060 -1.855
C -1.0996 -0.9414 -1.6281 -1.347 2.374 3.419
N 1.6988 -1.0829 1.0897 1.171 0.582 0.473
N -0.4733 -0.2812 -0.4653 0.935 0.986 1.394
O -0.4115 -1.6634 -2.2594 2.501 -2.212 -2.755
O -2.3119 -0.7527 -1.5431 -1.800 0.231 -0.684
H 0.1618 2.5588 1.4607 -0.684 -2.175 -1.217
H 0.7636 0.8624 1.5758 1.513 -2.030 1.335
H -1.1305 1.7385 -0.7482 0.736 -1.009 1.340
H 0.8621 -1.6771 1.1568 0.811 -0.162 -1.160
H 2.4153 -1.2024 0.3240 -1.835 -0.693 0.636

=====

# 3
10
Properties=species:S:1:pos:R:3:forces:R:3 method="wB97M-V/def2-TZVPD" homo_energy_ev="-1.9 / -3.8" molar_mass_da=144.20 spin_multiplicity=3 charge=-1 homo_lumo_gap_ev="5.31 / 5.03"
C 0.1603 1.0725 -0.1099 0.549 -0.034 0.127
C -1.1130 0.6947 0.0298 -0.058 -1.781 0.196
C 1.3265 0.2472 0.0026 -1.909 -0.684 -0.080
N 1.3359 -1.1066 -0.0161 0.873 0.283 0.338
N 0.2846 -1.8186 -0.0329 0.325 -1.815 -1.020
N -0.8668 -1.3461 0.2669 -0.572 3.239 1.012
S -2.6619 1.0845 0.0882 -0.790 0.254 -0.062
S 2.8198 1.0117 0.0167 1.697 0.715 -0.006
H 0.3575 2.1252 -0.3079 -0.206 -0.110 -0.087
H -1.6429 -1.9647 0.0625 0.091 -0.067 -0.417

=====

# 4
119
Properties=species:S:1:pos:R:3:forces:R:3 method="wB97M-V/def2-TZVPD" e_above_lowest_kj_mol=111.8 homo_energy_ev="-9.3 / -10.2" molar_mass_da=1067.29 spin_multiplicity=6 charge=+1 homo_lumo_gap_ev="7.31 / 5.12"
Ir 0.2702 1.5611 1.2176 0.155 0.830 -0.216
C 3.3931 -4.6166 -2.1891 0.068 0.091 0.105
C 4.4374 -3.8148 -1.4021 0.016 -0.095 -0.134
C 5.2796 -4.7771 -0.5471 -0.037 0.048 -0.010
C 5.3564 -3.1026 -2.4087 -0.087 0.017 0.066
C 3.7880 -2.7978 -0.4849 0.095 0.055 0.030
C 2.4359 -2.8494 -0.1605 -0.323 0.148 0.182
C 1.8451 -1.8860 0.6312 -0.313 -0.003 0.119
Se -0.0183 -2.3980 0.7639 -0.353 -0.136 -0.417
C -1.4427 -1.7584 1.8999 0.458 -0.057 -0.286
C -2.5317 -2.5895 1.7525 0.302 0.089 -0.105
C -3.7128 -2.3365 2.4463 -0.041 0.003 -0.016
C -3.7101 -1.2883 3.3911 0.053 0.134 0.166
C -2.6394 -0.4673 3.6200 -0.222 0.053 0.296
C -1.4779 -0.6098 2.7561 0.229 0.020 0.283
O -0.5403 0.2328 2.7652 -0.457 -0.079 -0.134
C -2.6782 0.6053 4.7052 0.021 0.101 0.078
C -2.7188 1.9986 4.0530 0.098 -0.132 -0.028
C -1.4434 0.4841 5.6195 -0.070 -0.095 -0.149
C -3.9177 0.4512 5.5929 0.043 0.023 -0.074
C -4.9536 -3.1878 2.2638 -0.115 -0.115 -0.075
C -4.8589 -4.0733 1.0165 0.015 0.061 0.083
C -5.1131 -4.0855 3.5030 0.045 0.050 0.015
C -6.1965 -2.2937 2.1214 0.115 0.002 -0.019
C 2.6023 -0.7625 1.1264 0.068 0.053 0.168
O 2.0940 0.2536 1.6544 0.122 -0.442 -0.092
C 4.0526 -0.8349 0.9512 0.314 0.071 -0.052
C 4.5693 -1.7975 0.1313 0.061 -0.023 -0.013
C 4.9477 0.1903 1.6389 -0.035 0.134 0.099
C 4.6893 1.5966 1.0672 -0.049 -0.080 0.035
C 4.6574 0.1840 3.1518 -0.035 -0.031 -0.082
C 6.4329 -0.1318 1.4450 -0.109 -0.007 -0.017
H 3.8922 -5.2177 -2.9480 0.006 -0.033 0.013
H 2.6890 -3.9523 -2.6941 -0.019 -0.046 -0.045
H 2.8365 -5.2970 -1.5434 -0.043 -0.002 -0.017
H 5.7150 -5.5439 -1.1889 0.031 -0.012 0.008
H 4.6676 -5.2690 0.2101 -0.004 -0.016 -0.003
H 6.0910 -4.2498 -0.0439 0.009 -0.013 0.019
H 5.7727 -3.8386 -3.0963 0.013 0.003 -0.021
H 6.1907 -2.6005 -1.9205 0.006 0.018 -0.020
H 4.7988 -2.3644 -2.9881 0.020 0.001 -0.034
H 1.8124 -3.6563 -0.5257 0.109 -0.043 -0.075
H -2.4452 -3.4375 1.0840 -0.114 -0.003 0.022
H -4.6012 -1.1362 3.9809 0.009 -0.060 -0.031
H -1.8222 2.1820 3.4628 -0.046 0.048 0.049
H -2.7828 2.7600 4.8315 -0.001 0.033 0.000
H -3.5920 2.0944 3.4039 -0.020 0.022 0.001
H -0.5237 0.6484 5.0693 0.116 0.009 -0.035
H -1.4082 -0.5049 6.0816 0.021 0.012 0.026
H -1.5002 1.2280 6.4145 -0.050 0.015 -0.002
H -4.8375 0.6828 5.0526 -0.027 -0.034 0.017
H -3.8431 1.1511 6.4247 -0.008 0.022 -0.009
H -3.9893 -0.5556 6.0089 -0.030 0.018 0.045
H -4.1039 -4.8529 1.1259 0.018 -0.001 -0.026
H -4.6324 -3.4809 0.1280 -0.005 -0.033 -0.027
H -5.8166 -4.5661 0.8533 -0.001 -0.031 0.004
H -4.2148 -4.6804 3.6738 -0.003 -0.020 -0.001
H -5.9511 -4.7673 3.3548 -0.030 0.006 0.011
H -5.3082 -3.4940 4.3984 0.012 -0.006 0.018
H -6.1021 -1.6355 1.2559 -0.037 0.010 -0.006
H -6.3699 -1.6788 3.0031 -0.011 0.009 0.007
H -7.0751 -2.9232 1.9817 -0.020 0.002 -0.014
H 5.6313 -1.8099 -0.0592 0.010 0.014 0.049
H 3.6579 1.9030 1.2296 0.019 0.058 0.001
H 4.9084 1.6222 -0.0026 0.015 0.009 -0.020
H 5.3449 2.3124 1.5649 0.018 0.019 -0.015
H 3.6356 0.4914 3.3571 -0.006 0.006 0.052
H 5.3343 0.8757 3.6538 0.020 0.003 0.007
H 4.8157 -0.8120 3.5700 0.021 0.007 0.023
H 6.7398 -0.0149 0.4041 0.031 -0.037 -0.007
H 6.6724 -1.1434 1.7770 0.039 0.002 0.009
H 7.0244 0.5626 2.0410 0.002 0.021 -0.008
S -1.0035 5.4428 3.2163 0.116 -0.254 -0.219
C 0.3333 4.8264 4.0914 -0.066 0.103 0.067
C 0.8939 3.7425 3.4909 0.130 0.023 0.003
C 0.2406 3.3668 2.2829 -0.454 -0.602 -0.390
C -0.8192 4.2073 2.0129 0.368 0.247 0.501
C -1.6793 4.0823 0.8546 -0.223 -0.074 -0.386
C -2.5913 5.0651 0.4605 0.081 -0.056 0.148
C -3.3270 4.8884 -0.6922 -0.004 -0.048 -0.033
C -3.1392 3.7325 -1.4385 -0.014 0.032 0.007
C -2.2288 2.8007 -0.9770 -0.064 0.037 0.013
N -1.5209 2.9529 0.1391 -0.123 0.063 0.135
H 0.6301 5.3033 5.0124 0.022 0.008 -0.006
H 1.7523 3.2279 3.8989 -0.004 -0.028 0.017
H -2.7035 5.9544 1.0658 -0.003 0.044 -0.045
H -4.0333 5.6417 -1.0146 -0.004 0.014 0.020
H -3.6890 3.5528 -2.3511 -0.007 -0.011 -0.010
H -2.0609 1.8882 -1.5326 -0.012 -0.016 -0.017
C -0.8292 4.8104 -7.0282 0.011 -0.046 0.053
C -0.7765 3.3397 -6.7231 0.024 -0.007 -0.014
C 0.0181 2.4719 -7.4627 -0.034 0.029 0.008
C 0.0802 1.1230 -7.1582 0.049 -0.106 0.070
C -0.6580 0.5987 -6.1024 -0.072 0.131 -0.055
N -0.5520 -0.7969 -5.8707 0.040 0.068 -0.210
C -0.9051 -1.5596 -4.7980 0.112 0.000 0.339
O -1.1336 -2.7456 -4.8751 -0.099 0.050 -0.084
N -0.9819 -0.9051 -3.5521 -0.260 -0.087 -0.113
C -0.0219 -0.0885 -2.9730 0.310 0.320 0.050
C 1.1194 0.3949 -3.6164 -0.028 -0.075 0.077
C 2.0051 1.1779 -2.8977 -0.025 0.004 0.037
C 1.7505 1.4723 -1.5708 0.164 0.047 0.041
N 0.6551 1.0230 -0.9550 0.033 0.011 0.269
C -0.2062 0.2807 -1.6407 -0.045 -0.182 -0.176
C -1.4779 1.4510 -5.3691 -0.042 -0.054 -0.025
C -1.5239 2.7996 -5.6817 0.033 0.014 -0.025
H -0.3094 5.0367 -7.9571 -0.012 0.030 -0.013
H -0.3562 5.3817 -6.2274 -0.007 0.041 -0.024
H -1.8600 5.1542 -7.1155 0.004 0.026 -0.018
H 0.5984 2.8535 -8.2933 0.009 0.002 -0.008
H 0.7055 0.4628 -7.7484 0.020 0.012 -0.003
H -0.3655 -1.3507 -6.6931 -0.079 -0.096 0.035
H -1.5229 -1.4464 -2.8938 0.082 -0.147 -0.048
H 1.3167 0.1629 -4.6523 0.038 -0.035 0.064
H 2.9027 1.5563 -3.3658 -0.008 0.025 -0.010
H 2.4271 2.0743 -0.9779 -0.014 -0.016 0.001
H -1.0893 -0.0577 -1.1162 -0.026 -0.051 0.140
H -2.0993 1.0677 -4.5739 -0.005 -0.041 0.026
H -2.1732 3.4516 -5.1094 -0.009 -0.011 0.038

=====

# 5
13
Properties=species:S:1:pos:R:3:forces:R:3 method="wB97M-V/def2-TZVPD" e_above_lowest_kj_mol=193.4 homo_energy_ev=-13.8 molar_mass_da=74.11 charge=+1 homo_lumo_gap_ev=10.20
C 1.8419 -1.9188 0.2566 0.352 -1.601 -0.271
N 0.6012 -1.7017 0.2773 -0.101 2.551 1.819
H 2.6346 -1.1747 0.3933 -0.538 0.552 -0.858
H 2.2572 -2.9189 0.0854 -0.098 -0.153 0.700
H -0.0721 -2.2994 0.7338 0.118 -1.429 -1.308
H -1.7409 0.2896 -1.3673 0.138 -0.435 0.491
N 0.0765 1.0293 0.3891 -0.341 0.560 -0.539
C -0.9063 1.6888 -0.1450 -0.606 -1.056 1.126
N -1.9181 1.0612 -0.7373 -0.126 0.804 -1.197
H 0.0597 -0.0351 0.4057 0.959 0.071 -0.210
H 0.8409 1.5788 0.7506 0.061 -0.288 0.315
H -1.0609 2.7255 0.0983 0.315 0.458 -0.270
H -2.6137 1.6754 -1.1405 -0.132 -0.033 0.201

=====

# 6
83
Properties=species:S:1:pos:R:3:forces:R:3 method="wB97M-V/def2-TZVPD" e_above_lowest_kj_mol=29.4 homo_energy_ev="-7.3 / -7.5" molar_mass_da=902.52 spin_multiplicity=2 homo_lumo_gap_ev="7.34 / 6.00"
Ir 0.1841 -2.2207 -0.4055 0.239 -0.331 -0.538
O 2.9868 -0.7593 -3.0074 0.021 0.017 0.052
C 2.3350 -1.2281 -2.0993 -0.085 0.140 0.019
O 1.0367 -1.1283 -1.9690 -0.113 -0.295 -0.439
C 3.0037 -2.0082 -0.9875 0.017 -0.049 0.078
C 4.3536 -2.2159 -0.7886 0.002 -0.056 -0.011
C 4.7405 -2.9814 0.3072 0.032 -0.002 -0.017
C 3.7904 -3.5331 1.1597 -0.036 -0.030 -0.008
C 2.4531 -3.2894 0.9054 0.146 0.046 -0.063
N 2.1262 -2.5316 -0.1387 -0.143 0.594 -0.135
C 1.2718 -3.8252 1.7034 0.208 -0.126 0.231
O 1.5024 -4.5436 2.6551 -0.105 0.037 -0.054
O 0.1005 -3.4738 1.2658 -0.073 0.201 -0.124
H 5.0655 -1.7891 -1.4805 -0.010 0.012 -0.006
H 5.7918 -3.1567 0.4942 -0.001 0.003 -0.002
H 4.0560 -4.1445 2.0102 -0.012 -0.001 0.005
C 1.2023 -4.2958 -5.1636 0.021 0.001 0.019
C 0.3918 -4.7375 -3.9497 -0.024 0.008 -0.005
C -1.1050 -4.6253 -4.2571 0.011 0.002 -0.015
C 0.7523 -6.1701 -3.5678 -0.004 0.013 0.013
N 0.8190 -3.8318 -2.8644 0.007 -0.015 -0.068
N 0.0576 -3.9316 -1.6657 0.265 -0.367 0.556
H 1.0322 -4.9754 -5.9986 -0.008 0.008 -0.006
H 2.2663 -4.2882 -4.9258 0.001 -0.014 -0.009
H 0.9156 -3.2901 -5.4783 0.009 0.004 0.006
H -1.3459 -5.2025 -5.1505 -0.004 -0.001 0.002
H -1.3866 -3.5859 -4.4401 -0.002 -0.001 -0.006
H -1.7283 -5.0202 -3.4514 0.001 0.001 -0.002
H 0.5661 -6.8414 -4.4067 -0.012 -0.003 0.008
H 0.1516 -6.5294 -2.7286 0.012 -0.001 0.007
H 1.8066 -6.2341 -3.2963 0.002 -0.006 -0.014
H 0.7529 -2.8622 -3.1627 -0.062 0.000 0.013
H 0.3269 -4.7915 -1.1933 -0.067 -0.009 0.033
H -0.9526 -3.9550 -1.8179 0.011 -0.115 -0.094
C 0.9459 5.7238 5.7111 -0.002 -0.014 -0.015
C 0.8484 4.7504 4.5673 0.002 0.023 0.031
C 1.6352 4.8975 3.4312 0.005 0.012 -0.023
C 1.5542 4.0087 2.3677 -0.029 -0.019 -0.061
C 2.4098 4.2295 1.1483 -0.006 0.009 0.036
C 0.6531 2.9379 2.4497 -0.114 -0.189 0.168
Te 0.5337 1.5395 0.8320 -0.088 -0.007 -0.076
N -0.7507 -0.3484 -0.1447 0.761 0.139 1.278
C -1.8596 -0.9530 0.1687 -0.625 -1.135 -0.108
O -1.8312 -2.2381 -0.1324 -0.414 0.937 -0.566
C -3.0949 -0.4419 0.7940 0.309 0.619 -0.161
C -4.0083 -1.3128 1.3725 -0.008 0.015 0.058
C -5.1494 -0.7992 1.9707 -0.003 -0.043 0.005
C -5.3820 0.5698 1.9797 -0.014 0.016 0.011
C -4.4747 1.4379 1.3852 0.026 -0.035 -0.016
C -3.3286 0.9320 0.7941 -0.090 -0.051 0.002
C -0.5072 2.9473 -0.3572 0.005 0.027 -0.041
C -1.3618 3.8452 0.2764 0.001 0.009 -0.050
C -2.0656 4.7829 -0.4635 0.001 0.003 0.032
C -1.9060 4.8267 -1.8397 0.001 0.000 -0.019
C -1.0459 3.9372 -2.4642 -0.003 -0.005 -0.001
C -0.3305 2.9815 -1.7449 -0.035 -0.005 0.068
C 0.6009 2.0428 -2.4501 0.093 0.003 0.003
C -0.1515 2.7633 3.5821 0.097 0.078 0.039
C -1.1581 1.6519 3.7547 0.008 0.035 -0.028
C -0.0342 3.6839 4.6231 -0.013 -0.023 -0.013
H 1.7060 6.4805 5.5218 0.000 0.001 0.002
H 1.2017 5.2103 6.6391 -0.001 0.003 0.002
H -0.0060 6.2330 5.8709 0.001 0.001 0.003
H 2.3301 5.7282 3.3695 -0.002 -0.002 0.001
H 3.0305 5.1167 1.2669 0.000 -0.003 0.010
H 1.7897 4.3655 0.2592 0.019 0.005 -0.016
H 3.0659 3.3765 0.9637 -0.001 0.004 -0.018
H -3.8080 -2.3752 1.3602 -0.003 -0.005 0.000
H -5.8611 -1.4709 2.4329 -0.002 0.004 0.003
H -6.2767 0.9609 2.4473 -0.001 -0.004 -0.001
H -4.6619 2.5043 1.3783 -0.003 0.004 -0.005
H -2.6204 1.5901 0.3058 -0.048 -0.033 0.051
H -1.4780 3.8174 1.3527 -0.008 0.000 -0.001
H -2.7318 5.4742 0.0365 0.004 0.003 0.000
H -2.4471 5.5569 -2.4279 0.000 -0.005 -0.001
H -0.9157 3.9810 -3.5391 -0.005 -0.004 0.001
H 0.5781 2.2005 -3.5273 -0.007 0.005 0.001
H 0.3547 1.0013 -2.2518 -0.047 -0.037 -0.019
H 1.6321 2.1875 -2.1142 -0.006 0.017 -0.005
H -1.1481 0.9328 2.9377 0.000 -0.003 0.010
H -2.1682 2.0635 3.8132 -0.007 -0.015 -0.003
H -0.9711 1.1104 4.6830 0.002 -0.001 0.001
H -0.6570 3.5554 5.5034 0.004 0.002 0.001